A cluster of 2 separate species, C21H35NO4 in total. Source: the Open Molecules 2025 dataset; level of theory: ωB97M-V/def2-TZVPD.

The geometry in XYZ format:
```
61
Properties=species:S:1:pos:R:3:forces:R:3
C -2.904 5.507 4.827 1.8221 -0.0590 1.2968
C -1.538 5.893 4.253 -0.2089 -0.0960 0.7104
C -0.954 7.185 4.830 -1.5557 0.5572 -1.3947
C -0.915 5.164 3.278 0.0320 -0.2208 -0.2723
C -0.322 3.785 3.477 -1.4990 -0.5093 -0.9897
C -0.737 2.799 2.352 0.5464 0.0728 0.1357
C -0.306 1.335 2.561 -0.2816 -0.5505 -0.1631
C -0.747 0.826 3.950 -0.5371 0.5914 -0.3588
C 1.196 1.097 2.284 -0.8469 0.1336 0.6955
C 1.591 -0.399 2.284 0.3007 0.7564 -0.4725
C 2.031 -0.947 0.902 1.0233 -0.8697 0.1611
C 3.234 -1.871 1.205 -0.4230 -0.5616 0.1062
O 2.562 -2.942 1.936 0.5914 -0.2357 -0.2794
C 1.482 -3.266 1.187 1.7850 4.4759 -0.7615
O 0.925 -4.262 1.264 -2.5491 -4.2777 0.4576
C 1.160 -2.041 0.250 0.1550 0.7470 -0.1867
O 1.649 -2.166 -1.093 0.1206 -0.7004 0.6172
C 1.620 -3.488 -1.598 -0.0056 -0.2715 -1.2898
C 1.542 -3.408 -3.130 -0.2620 -1.0726 0.3339
C 2.101 -4.689 -3.809 0.4979 0.6357 -0.2691
O 0.148 -3.298 -3.419 0.0687 0.4884 -0.3320
H -2.894 5.742 5.902 -0.4709 -0.4502 -0.0662
H -3.175 4.472 4.613 -0.1764 0.1752 0.0236
H -3.594 6.228 4.372 -0.0243 -0.3354 -0.1457
H -1.453 7.430 5.773 0.0457 -0.1217 -0.1405
H 0.114 7.097 5.019 -0.0742 0.0783 -0.3070
H -1.209 8.009 4.140 0.5956 0.1976 0.2724
H -0.854 5.563 2.255 1.7333 0.7331 0.5700
H 0.769 3.914 3.416 -0.1715 0.1631 0.1843
H -0.535 3.424 4.489 -0.1299 -0.0200 -0.1849
H -0.265 3.153 1.421 -0.1797 -0.0023 0.1201
H -1.817 2.898 2.192 0.1070 -0.3017 0.1659
H -0.856 0.722 1.825 0.0595 0.1930 0.0547
H -0.169 1.301 4.750 0.0889 -0.3718 -0.0579
H -1.786 1.162 4.091 0.1556 -0.1638 0.0942
H -0.764 -0.263 4.038 0.2898 0.1594 0.0695
H 1.730 1.602 3.102 0.1310 -0.0086 -0.3133
H 1.449 1.599 1.343 0.1509 -0.1907 0.1268
H 2.462 -0.486 2.942 -0.1716 -0.1282 -0.0426
H 0.828 -1.034 2.747 -0.0527 0.1871 -0.2170
H 2.329 -0.217 0.143 -0.3554 0.2343 0.3135
H 4.028 -1.504 1.854 -0.1901 0.2239 -0.1323
H 3.646 -2.354 0.310 0.1813 0.4841 0.0688
H 0.092 -1.822 0.132 0.0477 -0.2186 0.6774
H 2.515 -4.076 -1.338 -0.0572 0.3700 0.2956
H 0.735 -4.059 -1.289 0.1227 0.2075 0.1890
H 2.110 -2.531 -3.468 -0.2303 -0.0174 0.0587
H 1.325 -5.229 -4.358 -0.0154 0.0740 0.2599
H 2.597 -5.376 -3.117 -0.1586 0.0947 -0.0596
H 2.847 -4.363 -4.547 -0.0292 -0.3254 0.1110
H 0.031 -3.266 -4.379 -0.0313 0.0505 0.2516
C -3.289 -2.222 -7.386 0.0068 0.0454 0.0174
C -3.221 -3.617 -7.645 0.0061 -0.0492 -0.0019
C -1.906 -3.930 -7.856 0.0904 -0.0508 -0.0384
N -1.174 -2.778 -7.739 -0.0568 -0.0206 0.0956
C -2.012 -1.734 -7.448 0.0821 0.0680 -0.0245
H -4.174 -1.644 -7.177 0.0222 -0.0105 0.0026
H -4.045 -4.311 -7.672 0.0214 0.0111 0.0053
H -1.427 -4.869 -8.079 -0.0380 0.0089 -0.0070
H -0.179 -2.710 -7.849 -0.0620 0.0045 -0.0286
H -1.626 -0.738 -7.312 -0.0366 -0.0102 -0.0056
```
Positions in Å, forces in eV/Å.

Output
2S+1: 1
Electronic energy: -32020.5259 eV



A structure of composition C21H36AlF4O10. Source: the Open Molecules 2025 dataset; level of theory: ωB97M-V/def2-TZVPD.

The geometry in XYZ format:
```
72
Properties=species:S:1:pos:R:3:forces:R:3
C -3.289 0.998 -1.309 -0.0072 -0.1964 0.3452
C -2.341 0.093 -0.515 -0.1097 0.1560 0.2656
C -1.038 0.815 -0.118 -0.2530 0.0489 -0.2016
C 0.246 0.059 -0.459 -0.3508 -0.1545 -0.1739
C 0.695 -1.071 0.473 0.5870 0.1608 0.4112
C 0.590 -0.748 1.988 -0.5712 0.0269 -0.5350
Al -1.045 -1.641 2.796 0.2880 -0.3207 0.4631
C -0.446 -3.433 3.573 -0.5301 0.3920 -0.0752
C -1.582 -4.431 3.707 0.1341 -0.0265 -0.0380
F -1.905 -4.665 5.066 -0.0104 -0.0678 0.1130
O -1.803 -0.717 4.147 0.4081 0.1047 -0.6060
C -1.556 0.655 4.249 -0.5662 -0.2695 0.4537
C -0.685 0.982 5.481 0.0803 0.5558 -0.2833
C 0.535 1.871 5.175 0.3165 -0.2975 0.2978
C 1.802 1.506 5.990 -0.4392 0.1562 0.0189
H -3.803 1.661 -0.610 0.0573 0.2274 -0.1033
H -2.738 1.599 -2.031 -0.0935 0.0215 -0.1602
H -4.067 0.427 -1.817 0.0259 -0.0210 -0.1314
H -2.861 -0.221 0.388 0.0414 -0.2122 -0.0306
H -2.118 -0.826 -1.057 0.0631 0.0235 -0.1433
H -1.081 1.094 0.935 0.1259 -0.0339 0.0628
H -1.011 1.757 -0.677 0.0531 0.0780 0.0271
H 1.059 0.783 -0.559 0.0721 0.0401 0.1540
H 0.084 -0.361 -1.459 0.1964 0.0512 -0.1055
H 0.196 -2.011 0.216 -0.1918 0.0128 0.0082
H 1.756 -1.220 0.247 -0.0258 -0.2161 -0.2286
H 1.469 -1.153 2.494 0.0804 0.0763 0.1332
H 0.632 0.344 2.065 0.1467 0.0392 0.2800
H -2.090 -2.027 1.616 -0.1719 0.0451 -0.0510
H -0.087 -3.240 4.587 0.2555 -0.0276 -0.0256
H 0.370 -3.853 2.979 0.1379 -0.1287 0.1267
H -2.513 -4.087 3.251 -0.0783 -0.0175 -0.0225
H -1.338 -5.416 3.299 -0.0284 -0.0432 -0.0989
H -2.522 1.170 4.364 -0.0098 0.1101 -0.0775
H -1.092 1.075 3.349 0.1131 -0.0048 -0.0607
H -0.363 0.038 5.917 -0.0388 -0.0970 -0.0427
H -1.306 1.507 6.210 0.0144 -0.2057 0.2470
H 0.295 2.915 5.380 -0.0879 0.0848 -0.2280
H 0.777 1.782 4.116 -0.0499 0.0729 -0.0792
H 2.111 2.328 6.636 0.1443 0.0479 -0.0331
H 2.623 1.246 5.326 0.1344 -0.0502 0.0820
H 1.597 0.660 6.644 0.1034 -0.1229 -0.0344
C 3.465 -5.017 0.738 -0.0241 -0.1352 -0.0200
C 4.117 -3.740 0.252 -0.1700 0.0739 0.0414
O 3.679 -2.796 1.199 0.3067 -0.0468 0.0934
C 3.420 -3.454 2.370 -0.2934 -0.0618 -0.1521
O 3.250 -2.938 3.414 0.1394 0.0685 0.1901
O 3.395 -4.797 2.145 0.0561 0.0219 -0.0572
F 3.694 -3.378 -0.984 -0.0264 0.0024 0.0220
H 2.458 -5.117 0.329 0.0006 0.0893 -0.0592
H 4.043 -5.911 0.522 0.0395 -0.0004 0.1361
H 5.210 -3.764 0.249 0.0115 0.0109 -0.1178
C -2.240 1.494 -6.793 0.0002 -0.0943 -0.2277
C -2.870 1.759 -5.446 -0.0390 -0.0998 0.0656
O -2.396 0.672 -4.669 0.1442 0.1264 -0.0059
C -1.205 0.275 -5.191 -0.0830 0.0100 -0.0066
O -0.421 -0.429 -4.655 0.0293 -0.0864 0.0084
O -1.033 0.818 -6.425 -0.0227 0.0798 -0.0599
F -4.226 1.724 -5.496 0.0289 -0.1095 0.0066
H -2.861 0.829 -7.397 -0.0880 -0.0440 0.1361
H -2.012 2.391 -7.351 0.1162 0.0683 0.0413
H -2.556 2.691 -4.978 -0.1159 0.0733 -0.0157
C 2.088 4.812 -5.569 0.1054 0.0262 -0.0565
C 1.641 3.624 -4.740 -0.0386 0.0664 0.0711
O 0.229 3.695 -4.869 0.0487 -0.1794 -0.1126
C -0.057 4.310 -6.042 -0.0428 -0.0835 0.1411
O -1.128 4.295 -6.553 0.0200 0.2522 -0.0646
O 1.041 4.912 -6.544 0.0537 -0.0059 0.0521
F 1.983 3.750 -3.442 -0.0636 0.0705 -0.0021
H 2.107 5.719 -4.965 -0.0091 -0.0435 0.0869
H 3.048 4.672 -6.056 -0.0825 -0.0365 -0.1446
H 1.979 2.653 -5.105 0.0335 -0.0310 0.0906
```
Positions in Å, forces in eV/Å.

Output
Charge: -1
2S+1: 1
Electronic energy: -60305.0160 eV



A structure of composition C21H36BF3InO10. Source: the Open Molecules 2025 dataset; level of theory: ωB97M-V/def2-TZVPD.

The geometry in XYZ format:
```
72
Properties=species:S:1:pos:R:3:forces:R:3
C 5.212 -0.672 2.405 -0.5013 -0.0146 -0.4273
B 4.315 -1.267 1.228 0.0888 0.0494 0.2298
O 4.835 -1.170 -0.050 -0.4132 -0.0225 -0.2906
In 2.299 -2.219 1.751 0.0946 -0.1172 -0.1126
C 0.958 -2.746 0.017 -0.0506 -0.0414 0.4452
C -0.485 -2.892 0.484 0.7086 -0.3714 -0.2257
O -1.368 -1.971 -0.178 0.0117 -0.0395 -0.0986
C -2.140 -1.169 0.625 -0.0748 0.3740 -0.1062
C -1.761 0.311 0.504 0.7550 0.3997 0.0357
F -1.119 0.593 -0.657 -0.4472 -0.0447 0.8047
F -2.888 1.091 0.526 0.3191 -0.1061 0.0998
F -0.977 0.742 1.533 -0.5846 -0.2183 -0.9126
H 5.636 -1.527 2.925 0.2523 -0.1700 0.1510
H 5.988 0.017 2.077 0.3571 0.0853 -0.0226
H 4.573 -0.179 3.127 -0.1097 0.1693 0.2663
H 5.625 -0.625 -0.068 0.3749 0.0286 0.2129
H 1.309 -1.143 2.798 -0.0035 -0.0778 -0.0895
H 2.573 -3.762 2.629 -0.1128 0.0454 -0.0609
H 1.005 -2.052 -0.813 0.0046 0.3204 -0.1301
H 1.293 -3.703 -0.367 0.1442 -0.2430 -0.1828
H -0.839 -3.897 0.263 -0.2960 -0.2280 -0.0488
H -0.551 -2.766 1.560 -0.3039 0.2642 0.2845
H -2.072 -1.419 1.678 0.0496 -0.0840 0.3008
H -3.184 -1.231 0.327 -0.3030 -0.0084 -0.1141
O 5.264 -2.886 5.344 -0.3531 -0.0443 0.1749
C 6.396 -2.836 5.689 0.2893 0.0870 -0.2917
O 6.784 -2.375 6.917 0.0646 -0.0341 0.0916
C 8.214 -2.328 7.001 0.0285 -0.0118 -0.0255
C 8.716 -3.317 5.953 -0.0692 -0.0007 -0.1193
C 7.628 -3.216 4.885 0.2481 -0.0976 0.3558
H 8.539 -1.306 6.792 0.0192 -0.0039 -0.0272
H 8.510 -2.591 8.014 -0.0775 0.0201 0.0428
H 9.718 -3.086 5.596 -0.0110 0.0623 0.0046
H 8.730 -4.324 6.373 0.0075 -0.0047 0.0212
H 7.823 -2.416 4.169 -0.0481 -0.0083 -0.0616
H 7.455 -4.144 4.350 -0.0988 0.0564 -0.1316
O -8.549 2.952 -1.889 -0.2133 -0.0437 -0.0329
C -7.445 3.004 -1.426 0.1796 0.0285 -0.1389
O -7.208 3.473 -0.186 0.0603 0.0285 0.1017
C -5.788 3.511 0.072 0.1342 -0.0237 0.0070
C -5.180 2.507 -0.897 -0.1305 0.0283 -0.1844
C -6.139 2.603 -2.084 0.1267 -0.1114 0.3688
H -5.437 4.530 -0.109 -0.0119 0.0053 -0.0248
H -5.616 3.260 1.114 -0.1142 0.0059 0.0363
H -4.143 2.721 -1.138 0.0208 0.0366 0.0146
H -5.222 1.508 -0.467 0.0282 -0.0246 0.0252
H -5.854 3.390 -2.784 -0.0284 -0.0086 -0.0558
H -6.256 1.667 -2.621 -0.0679 0.0571 -0.1417
O -13.210 5.672 -5.622 -0.0867 0.1889 -0.0920
C -12.610 4.851 -4.996 -0.0288 -0.2087 0.0023
O -11.346 5.043 -4.565 0.0825 -0.0551 0.0515
C -10.843 3.851 -3.919 -0.0303 -0.0339 0.0510
C -12.085 3.085 -3.485 -0.1204 0.0165 -0.1075
C -13.089 3.474 -4.571 0.2167 -0.0014 0.3447
H -10.245 3.295 -4.644 -0.0113 -0.0009 -0.0202
H -10.208 4.135 -3.090 0.0494 0.1179 -0.0303
H -11.913 2.016 -3.393 0.0491 -0.0059 -0.0384
H -12.425 3.456 -2.518 0.0167 -0.0011 0.0216
H -13.035 2.813 -5.438 -0.0517 -0.0017 -0.0331
H -14.115 3.523 -4.217 -0.0810 0.0074 -0.1535
O 7.847 -0.615 -0.126 0.2035 0.2204 0.2191
C 7.914 -0.684 -1.315 -0.2467 -0.2879 -0.1371
O 8.075 0.406 -2.105 0.0859 0.0567 -0.0708
C 7.988 0.032 -3.490 -0.0087 -0.0559 -0.0842
C 8.320 -1.456 -3.527 -0.0416 -0.0625 0.1132
C 7.785 -1.925 -2.174 0.2399 0.1359 -0.3297
H 6.974 0.238 -3.837 -0.0161 -0.0274 0.0098
H 8.686 0.643 -4.057 0.0157 0.0759 0.0735
H 7.884 -1.968 -4.383 -0.0606 0.0352 0.0036
H 9.402 -1.593 -3.566 0.0119 0.0149 -0.0169
H 6.727 -2.193 -2.213 -0.0277 -0.0231 0.0920
H 8.348 -2.745 -1.741 -0.1027 -0.0522 0.1138
```
Positions in Å, forces in eV/Å.

Output
Charge: -1
2S+1: 1
Electronic energy: -56839.3000 eV



A structure of composition C21H36CdP2S. Source: the Open Molecules 2025 dataset; level of theory: ωB97M-V/def2-TZVPD.

The geometry in XYZ format:
```
61
Properties=species:S:1:pos:R:3:forces:R:3
P 0.174 -1.899 -5.674 -0.1412 0.9685 0.0341
P 0.134 2.229 -5.368 -0.6907 -0.4599 -0.4810
C -0.224 -0.403 -6.640 -0.3983 -0.1339 -1.0428
C 0.647 0.873 -6.498 0.4100 -0.1129 -0.9433
H -1.296 -0.170 -6.518 0.4924 -0.1978 0.0344
H -0.145 -0.773 -7.675 0.0706 0.3685 0.0019
H 1.707 0.629 -6.315 -0.4589 0.1417 0.0055
H 0.638 1.346 -7.495 0.0301 -0.0540 0.1837
C -1.308 2.971 -6.180 0.0380 0.1096 -0.2329
H -1.780 3.703 -5.509 0.1538 -0.3891 -0.0760
H -2.056 2.209 -6.451 0.2922 0.2347 0.3227
H -0.978 3.485 -7.092 0.0078 -0.1072 0.0580
C 1.424 3.471 -5.437 0.6041 0.4566 -0.6455
H 1.221 4.152 -6.274 0.2346 -0.0489 0.1876
H 2.403 3.002 -5.596 -0.1717 0.1411 0.1225
H 1.445 4.053 -4.509 -0.0699 -0.2137 -0.1610
C -1.070 -3.137 -6.015 -0.0900 -0.2584 -0.5875
H -1.235 -3.776 -5.142 0.0771 0.3888 0.0972
H -0.709 -3.754 -6.847 -0.1509 0.1037 -0.0252
H -2.019 -2.667 -6.301 0.2173 -0.1306 0.2299
C 1.729 -2.554 -6.298 0.2344 -0.2156 -0.9693
H 2.491 -1.767 -6.382 -0.1897 -0.2264 0.0923
H 1.530 -2.974 -7.294 0.3967 0.0485 0.1554
H 2.099 -3.359 -5.645 -0.1942 0.3161 -0.1058
Cd 1.647 0.478 0.442 -0.8511 0.1966 1.3219
C -0.376 1.880 -3.670 -0.9161 -1.2055 3.2676
C -1.779 1.486 -3.535 0.2468 2.9165 0.3382
C -2.184 0.183 -3.934 -0.3992 -1.7587 0.0086
C -2.045 -1.004 -2.899 -1.6328 0.9294 -0.3672
C -0.915 -1.857 -3.171 1.6028 -1.7765 -0.0824
C 0.311 -1.570 -3.932 0.4001 -0.2241 2.4945
C 1.199 -0.300 -3.595 0.6585 -0.8457 -0.2789
C 0.605 0.894 -2.871 0.3477 0.9435 -0.4450
C 0.814 -1.476 0.707 0.2001 -0.6936 -0.4471
H -0.277 2.871 -3.184 0.1224 -0.1997 -0.3519
H -2.500 2.224 -3.181 0.2963 -0.0598 -0.2151
H -1.481 -0.085 -4.740 -0.5469 -0.3675 -0.0062
H -3.207 0.204 -4.356 0.2323 -0.2761 0.0508
H -2.046 -0.610 -1.862 -0.2227 0.3653 -0.2808
H -2.963 -1.609 -2.997 -0.0282 0.1469 0.2498
H -0.966 -2.882 -2.800 0.1304 0.1777 0.0473
H 0.983 -2.425 -3.674 -0.2797 0.3095 -0.1808
H 1.738 0.046 -4.491 -0.0286 -0.0114 0.1643
H 2.017 -0.691 -2.961 -0.3936 0.1338 -0.0572
H 0.112 0.578 -1.941 -0.2914 0.0852 -0.4806
H 1.475 1.503 -2.565 0.0764 -0.0085 0.0091
H 1.624 -2.148 1.029 -0.3662 0.1221 -0.1369
H 0.351 -1.845 -0.218 0.1343 0.0477 0.2574
H 0.061 -1.401 1.506 0.3242 0.2037 -0.2625
S 1.323 2.202 2.245 0.9815 1.2342 -1.6881
C 0.637 1.326 3.550 -0.6080 -1.2618 1.2716
C 1.470 0.779 4.557 -0.4565 0.2536 -0.5310
C 0.910 0.106 5.632 -0.2860 -0.0555 0.3453
C -0.480 -0.025 5.754 -0.0312 0.1698 -0.5138
C -1.312 0.494 4.745 0.4990 -0.0176 0.3808
C -0.765 1.181 3.665 0.5802 -0.0653 0.0993
H 2.551 0.923 4.473 -0.3864 -0.1417 0.0248
H 1.560 -0.317 6.402 -0.1922 0.1609 -0.1938
H -0.917 -0.510 6.628 0.1477 0.0362 -0.3056
H -2.387 0.372 4.808 0.0600 0.0503 0.0700
H -1.401 1.639 2.906 0.1723 -0.2432 0.1687
```
Positions in Å, forces in eV/Å.

Output
2S+1: 1
Energy above the lowest of the compared OMol25 structures with the same formula, charge and spin: 0.0000 eV
Electronic energy: -56329.8161 eV